No. 1
Entry from the OMol25 dataset: a 9-piece molecular cluster, C44H41F7N2O4 overall at a distorted geometry (the ωB97M-V functional and the def2-TZVPD basis).

Each line ends with the Löwdin charge.
Cartesian coordinates (Å):
C  -0.055  0.828  -0.285  0.06
N  0.046  -0.588  -0.673  -0.42
O  -0.181  -0.861  -1.823  0.05
O  0.182  -1.418  0.188  0.05
H  0.807  1.210  0.268  0.09
H  -0.955  0.894  0.311  0.10
H  -0.068  1.359  -1.285  0.11
C  4.311  -0.550  -2.970  0.07
N  3.655  0.784  -2.817  -0.44
O  2.661  0.968  -3.464  0.08
O  4.079  1.534  -1.980  0.06
H  4.699  -0.512  -3.975  0.10
H  3.553  -1.261  -2.948  0.08
H  5.068  -0.760  -2.191  0.09
F  1.020  4.956  2.862  0.01
C  1.004  4.705  1.494  -0.26
C  2.088  4.001  0.992  -0.01
C  2.107  3.780  -0.395  -0.08
C  1.102  4.284  -1.227  -0.09
C  0.093  5.015  -0.627  -0.09
C  0.024  5.256  0.736  -0.02
H  2.910  3.531  1.552  0.12
H  2.903  3.058  -0.745  0.10
H  1.246  4.200  -2.276  0.09
H  -0.626  5.418  -1.295  0.10
H  -0.772  5.790  1.175  0.11
F  3.436  -0.018  0.656  -0.01
C  4.436  -0.971  0.317  -0.24
C  3.907  -2.159  -0.155  -0.02
C  4.834  -3.119  -0.494  -0.06
C  6.205  -2.853  -0.472  -0.09
C  6.648  -1.635  -0.091  -0.10
C  5.773  -0.640  0.352  -0.01
H  2.856  -2.297  -0.041  0.09
H  4.498  -4.077  -0.809  0.09
H  6.794  -3.732  -0.727  0.11
H  7.685  -1.475  -0.007  0.10
H  6.175  0.365  0.547  0.13
F  -2.073  1.340  4.281  0.06
C  -0.798  1.216  3.907  -0.30
C  -0.430  0.108  3.177  0.00
C  0.939  -0.045  2.918  -0.08
C  1.864  0.895  3.395  -0.10
C  1.419  2.062  4.003  -0.08
C  0.048  2.213  4.304  -0.01
H  -1.108  -0.657  2.995  0.07
H  1.372  -0.882  2.377  0.09
H  2.919  0.676  3.173  0.10
H  2.091  2.907  4.174  0.10
H  -0.374  3.020  4.896  0.12
F  -2.018  -3.994  4.428  0.06
C  -2.616  -3.082  3.659  -0.33
C  -2.394  -3.165  2.320  -0.01
C  -3.034  -2.181  1.550  -0.08
C  -3.686  -1.157  2.196  -0.09
C  -3.925  -1.147  3.608  -0.06
C  -3.282  -2.113  4.356  -0.02
H  -1.648  -3.907  1.988  0.13
H  -3.022  -2.178  0.471  0.10
H  -4.155  -0.342  1.658  0.07
H  -4.402  -0.378  4.194  0.10
H  -3.247  -2.106  5.429  0.12
F  -0.787  2.602  -3.466  0.04
C  -1.988  2.162  -3.897  -0.28
C  -2.223  0.803  -3.805  -0.04
C  -3.405  0.300  -4.283  -0.07
C  -4.356  1.205  -4.845  -0.09
C  -4.034  2.547  -5.015  -0.11
C  -2.850  3.090  -4.556  -0.01
H  -1.463  0.232  -3.232  0.11
H  -3.516  -0.760  -4.327  0.10
H  -5.384  0.979  -5.172  0.11
H  -4.751  3.251  -5.503  0.12
H  -2.562  4.141  -4.497  0.12
F  -3.486  3.684  2.002  0.06
C  -4.117  2.894  1.134  -0.26
C  -3.513  2.788  -0.162  0.01
C  -4.181  1.935  -1.009  -0.07
C  -5.338  1.198  -0.599  -0.09
C  -5.875  1.338  0.656  -0.12
C  -5.250  2.172  1.576  -0.02
H  -2.554  3.246  -0.382  0.10
H  -3.881  1.793  -2.025  0.06
H  -5.812  0.560  -1.349  0.10
H  -6.762  0.764  0.832  0.10
H  -5.611  2.358  2.613  0.13
F  3.536  -7.427  -0.208  0.05
C  2.587  -6.474  -0.386  -0.31
C  2.042  -6.380  -1.641  -0.01
C  1.087  -5.365  -1.885  -0.05
C  0.833  -4.371  -0.906  -0.08
C  1.467  -4.457  0.332  -0.09
C  2.340  -5.564  0.610  -0.01
H  2.338  -7.012  -2.452  0.11
H  0.673  -5.256  -2.839  0.08
H  0.136  -3.567  -1.157  0.08
H  1.303  -3.776  1.140  0.09
H  2.768  -5.743  1.567  0.11

The orbital gap is 9.150 eV. The net charge is 0. Its SMILES is C[N+](=O)[O-].C[N+](=O)[O-].Fc1ccccc1.Fc1ccccc1.Fc1ccccc1.Fc1ccccc1.Fc1ccccc1.Fc1ccccc1.Fc1ccccc1. The calculation puts the highest occupied orbital energy at -8.96 eV. The total energy comes out at -76478.191 eV.



No. 2
Entry from the OMol25 dataset: one molecule with the formula C20H18FN5O2S2 at a distorted geometry (the ωB97M-V functional and the def2-TZVPD basis).

Each line ends with the Löwdin charge.
Cartesian coordinates (Å):
C  3.052  0.325  2.584  -0.04
C  2.606  0.704  1.211  -0.19
C  1.369  1.307  1.011  -0.03
C  0.942  1.652  -0.254  -0.28
S  -0.719  2.301  -0.467  0.67
O  -1.027  3.136  0.653  -0.26
O  -0.823  2.813  -1.798  -0.27
N  -1.684  0.958  -0.367  -0.23
C  -1.736  0.066  -1.504  -0.18
C  -1.175  -1.293  -1.245  -0.49
C  -1.847  -2.476  -1.286  -0.14
C  -1.041  -3.592  -0.964  -0.18
C  0.235  -3.241  -0.673  -0.39
S  0.483  -1.540  -0.795  1.08
C  -2.025  0.460  0.945  -0.14
C  -3.349  -0.252  0.946  -0.14
C  -3.466  -1.567  1.375  -0.04
C  -4.685  -2.222  1.356  -0.08
C  -5.817  -1.570  0.896  -0.08
C  -5.729  -0.259  0.463  0.00
C  -4.503  0.381  0.496  -0.23
F  -4.438  1.658  0.077  0.09
C  1.738  1.440  -1.363  -0.08
C  2.975  0.850  -1.193  -0.02
C  3.395  0.467  0.078  -0.16
N  4.636  -0.175  0.194  -0.04
C  5.240  -1.021  -0.683  -0.13
N  6.391  -1.379  -0.185  0.02
N  6.500  -0.753  0.982  -0.04
N  5.483  -0.049  1.227  0.05
H  3.893  0.943  2.891  0.08
H  3.390  -0.710  2.613  0.08
H  2.240  0.453  3.294  0.08
H  0.728  1.525  1.851  0.12
H  -2.780  -0.054  -1.822  0.14
H  -1.198  0.582  -2.304  0.12
H  -2.890  -2.549  -1.538  0.12
H  -1.403  -4.604  -0.949  0.10
H  1.056  -3.871  -0.394  0.06
H  -1.250  -0.221  1.330  0.12
H  -2.070  1.347  1.582  0.13
H  -2.585  -2.083  1.730  0.12
H  -4.750  -3.243  1.697  0.10
H  -6.768  -2.079  0.875  0.11
H  -6.594  0.276  0.103  0.12
H  1.385  1.750  -2.333  0.12
H  3.621  0.691  -2.043  0.12
H  4.819  -1.352  -1.607  0.12

As for the energy above the lowest of the compared OMol25 structures with the same formula, charge and spin: 0.000 eV. The orbital gap is 9.086 eV. The net charge is 0. Its SMILES is Cc1cc(S(=O)(=O)N(Cc2cccs2)Cc2ccccc2F)ccc1-n1cnnn1. The calculation puts the highest occupied orbital energy at -9.19 eV. The total energy comes out at -56963.947 eV.



No. 3
Entry from the OMol25 dataset: one molecule with the formula C5H9N at a distorted geometry (the ωB97M-V functional and the def2-TZVPD basis).

Each line ends with the Löwdin charge.
Cartesian coordinates (Å):
C  1.328  -0.558  1.843  0.01
N  0.987  -0.389  0.629  0.02
C  -0.002  -0.726  -0.265  -0.40
C  -0.513  -1.963  -0.590  0.03
C  -0.929  0.520  -0.517  -0.21
C  -0.126  1.753  -0.849  -0.14
H  2.385  -0.560  1.933  0.05
H  0.808  -0.246  2.796  0.10
H  -1.367  -2.045  -1.179  0.02
H  0.103  -2.804  -0.209  0.06
H  -1.693  0.164  -1.382  0.15
H  -1.241  0.585  0.583  0.13
H  -0.683  2.547  -1.325  0.06
H  0.287  2.281  0.045  0.08
H  0.657  1.441  -1.512  0.06

As for the energy above the lowest of the compared OMol25 structures with the same formula, charge and spin: 3.409 eV. The orbital gap is 8.496 eV. The net charge is 0. Its SMILES is C=NC(=C)CC. The calculation puts the highest occupied orbital energy at -7.96 eV. The total energy comes out at -6817.586 eV.



No. 4
Entry from the OMol25 dataset: a 2-piece molecular cluster, HN3O4 overall at a distorted geometry (the ωB97M-V functional and the def2-TZVPD basis).

Each line ends with the Löwdin charge.
Cartesian coordinates (Å):
O  -2.026  -1.453  1.509  0.14
N  -1.533  -0.660  0.792  -0.49
O  -2.043  0.198  0.144  0.09
O  -0.161  -0.746  0.703  0.08
H  0.200  -0.126  0.029  0.05
N  0.578  0.728  -1.610  0.26
N  0.362  1.349  -2.500  -0.27
O  0.128  1.998  -3.412  0.16

As for the energy above the lowest of the compared OMol25 structures with the same formula, charge and spin: 0.000 eV. The orbital gap is 12.311 eV. The net charge is 0. Its SMILES is O=[N+]([O-])O.N#[N+][O-]. The calculation puts the highest occupied orbital energy at -11.69 eV. The total energy comes out at -12670.716 eV.



No. 5
Entry from the OMol25 dataset: C13H24BO17S3Sn as an isolated structure at a distorted geometry (the ωB97M-V functional and the def2-TZVPD basis).

Each line ends with the Löwdin charge.
Cartesian coordinates (Å):
Sn  -0.088  0.795  0.857  1.22
O  4.666  -1.773  -1.560  0.12
C  4.747  -0.936  -0.658  -0.34
O  5.873  -0.450  -0.135  0.24
B  5.598  0.757  0.667  -0.86
O  4.133  0.755  0.861  0.21
C  3.576  -0.221  0.068  -0.28
O  2.379  -0.527  0.012  -0.04
O  6.038  1.991  -0.060  0.22
C  6.798  2.737  0.673  -0.40
O  7.295  3.796  0.338  0.12
C  7.073  1.976  2.029  -0.31
O  6.406  0.803  1.889  0.21
O  7.872  2.342  2.892  0.12
O  -0.302  -1.668  -0.805  -0.41
S  -0.170  -2.876  -1.564  0.65
O  -1.149  -3.963  -1.431  -0.29
O  -0.036  -2.380  -3.119  -0.27
C  -0.020  -3.354  -4.168  -0.28
C  0.529  -2.792  -5.475  -0.06
C  1.536  -3.567  -1.328  -0.08
H  -0.966  -3.880  -4.303  0.12
H  0.619  -4.179  -3.854  0.10
H  0.623  -3.605  -6.196  0.08
H  1.587  -2.582  -5.316  0.09
H  -0.099  -2.106  -6.043  0.08
H  1.661  -3.754  -0.261  0.08
H  2.213  -2.774  -1.647  0.05
H  1.719  -4.456  -1.930  0.07
O  -2.263  0.543  -1.175  -0.41
S  -3.229  0.313  -2.220  0.65
O  -4.043  -0.865  -2.328  -0.26
O  -4.121  1.696  -2.488  -0.29
C  -5.290  1.714  -3.294  -0.26
C  -6.495  2.384  -2.578  -0.05
C  -2.392  0.510  -3.796  -0.09
H  -5.480  0.789  -3.839  0.12
H  -4.888  2.317  -4.108  0.12
H  -7.535  2.118  -2.769  0.08
H  -6.566  3.462  -2.719  0.07
H  -6.308  2.440  -1.506  0.07
H  -3.083  0.001  -4.468  0.07
H  -1.502  -0.104  -3.658  0.06
H  -2.228  1.567  -4.001  0.08
O  -0.867  0.220  3.637  -0.47
S  -1.136  -0.176  4.989  0.67
O  -0.438  -1.309  5.624  -0.28
O  -1.105  1.184  5.972  -0.27
C  -0.068  2.107  5.640  -0.27
C  0.211  3.023  6.905  -0.04
C  -2.949  -0.434  5.047  -0.09
H  -0.316  2.717  4.771  0.11
H  0.837  1.529  5.455  0.11
H  1.017  3.712  6.652  0.08
H  0.478  2.462  7.801  0.08
H  -0.707  3.602  7.008  0.07
H  -3.398  0.508  4.731  0.07
H  -3.139  -0.938  5.994  0.07
H  -3.108  -1.198  4.285  0.07

The orbital gap (spin up / spin down) is 6.210 / 7.405 eV. The net charge is 0. As for the spin multiplicity: 2. The calculation puts the highest occupied orbital energy (spin up / spin down) at -7.91 / -8.98 eV. The total energy comes out at -87691.093 eV. Its expectation value of S² is 0.753.